The following is a quantum chemistry calculation of C33H29Br2FN5O9PbSSe as an isolated structure, from OMol25.

Output
E_LUMO (eV): 0.39
Net charge: -1
E (eV): -284797.2636
Energy above the lowest of the compared OMol25 structures with the same formula, charge and spin (eV): 0.328
Orbital gap (eV): 4.173

Last column: Mulliken charge in e.
Cartesian coordinates (Å):
Pb 0.42 -0.09 0.44  1.60
Br -0.28 -1.85 -6.64  -0.23
C -0.05 -1.42 -4.80  0.11
C 0.15 -2.42 -3.88  -0.88
C 0.28 -2.05 -2.55  -0.32
N 0.25 -0.77 -2.16  0.30
C 0.06 0.20 -3.06  0.57
C -0.11 -0.09 -4.41  -0.78
C 0.00 1.61 -2.55  0.15
C -0.06 2.65 -3.46  -1.15
C -0.32 3.93 -2.91  0.36
Br -0.70 5.35 -4.15  -0.29
C -0.39 4.17 -1.60  -1.12
C 0.00 3.07 -0.67  0.09
N -0.08 1.76 -1.23  0.29
H 0.18 -3.46 -4.17  0.44
H 0.38 -2.77 -1.75  0.53
H -0.29 0.68 -5.14  0.42
H 0.03 2.52 -4.52  0.43
H -0.63 5.14 -1.19  0.45
H -0.58 3.11 0.25  0.38
O 2.85 3.51 1.71  -0.68
S 1.98 2.59 1.04  0.97
O 1.39 3.41 -0.21  -0.38
O 2.64 1.42 0.47  -0.66
O 0.79 2.17 1.80  -0.67
F -5.87 2.40 -1.38  -0.34
C -5.57 2.04 -0.11  -0.01
C -4.40 1.36 0.15  -0.49
C -4.10 0.97 1.45  0.59
C -2.79 0.26 1.66  1.23
O -2.07 0.19 0.68  -0.64
C -2.58 -0.24 3.01  -0.29
C -3.50 0.08 3.94  -0.63
N -4.62 0.87 3.77  0.23
C -5.47 1.17 4.89  -0.25
C -4.82 1.61 6.16  -0.94
C -5.59 2.60 5.33  -0.50
C -4.97 1.26 2.51  -0.10
C -6.15 1.96 2.23  -0.99
C -6.43 2.35 0.94  -0.62
N -7.69 3.08 0.74  0.47
C -8.91 2.20 0.75  -0.56
C -10.14 3.09 1.07  -0.64
N -9.70 4.48 1.05  -0.47
C -9.12 4.82 -0.25  -0.64
C -7.81 4.02 -0.43  -0.78
C -1.40 -1.12 3.51  0.04
O -1.63 -1.67 4.60  -0.82
O -0.39 -1.15 2.80  -0.50
H -3.69 1.14 -0.63  0.68
H -3.34 -0.31 4.94  0.79
H -6.35 0.54 4.97  0.40
H -3.74 1.70 6.15  0.35
H -5.24 1.26 7.09  0.25
H -5.02 3.34 4.79  0.26
H -6.56 2.93 5.70  0.31
H -6.83 2.23 3.04  0.59
H -8.75 1.42 1.49  0.45
H -8.97 1.74 -0.23  0.36
H -10.52 2.86 2.06  0.41
H -10.93 2.88 0.34  0.34
H -7.82 3.71 1.54  0.53
H -10.45 5.11 1.30  0.30
H -8.91 5.89 -0.27  0.38
H -9.80 4.59 -1.08  0.30
H -6.92 4.65 -0.43  0.49
H -7.81 3.43 -1.33  0.44
Se 1.33 -3.26 1.36  0.17
C 2.45 -4.39 0.33  0.28
C 1.95 -5.55 -0.25  -0.20
C 2.78 -6.39 -0.98  -0.55
C 4.13 -6.09 -1.12  -0.41
C 4.64 -4.93 -0.54  -0.49
C 3.80 -4.08 0.17  -0.55
H 0.90 -5.79 -0.14  0.43
H 2.38 -7.29 -1.43  0.35
H 4.78 -6.75 -1.69  0.35
H 5.68 -4.68 -0.66  0.35
H 4.19 -3.16 0.59  0.35
O -0.18 -3.58 0.43  -0.30
O -0.81 -2.29 0.10  -0.69

The following is a quantum chemistry calculation of an isolated ion of composition C3H7N2Si and charge +1, from OMol25.

Output
E_LUMO (eV): -3.25
Net charge: +1
E (eV): -14074.8761
Energy above the lowest of the compared OMol25 structures with the same formula, charge and spin (eV): 0.656
Orbital gap (eV): 11.059

Last column: Mulliken charge in e.
Cartesian coordinates (Å):
Si 0.46 2.20 0.15  0.32
N 0.08 0.31 0.10  0.01
C -0.32 -0.34 -1.04  -0.13
C -0.70 -1.61 -0.65  -0.38
N -0.40 -1.68 0.72  -0.10
C 0.10 -0.55 1.16  -0.18
H 1.62 2.22 0.95  -0.01
H -0.79 2.84 -0.09  0.01
H 1.17 2.07 -1.18  -0.04
H -0.49 0.09 -2.07  0.36
H -0.93 -2.48 -1.26  0.37
H -0.44 -2.65 1.22  0.32
H 0.65 -0.41 2.00  0.44

The following is a quantum chemistry calculation of one molecule with the formula CH4NO2PS, from OMol25.

Output
E_LUMO (eV): -0.77
Net charge: 0
E (eV): -26811.5150
Energy above the lowest of the compared OMol25 structures with the same formula, charge and spin (eV): 0.261
Orbital gap (eV): 8.606

Last column: Mulliken charge in e.
Cartesian coordinates (Å):
N -0.66 1.37 0.68  -0.60
P -0.45 -0.17 -0.10  0.66
O -0.79 -1.16 1.12  -0.47
S -1.63 -0.45 -1.59  -0.39
C 1.31 -0.38 -0.53  0.02
O 1.83 -1.49 -0.51  -0.40
H -1.28 1.81 0.09  0.26
H 0.28 1.85 0.74  0.28
H -0.24 -1.87 1.17  0.31
H 1.64 0.51 -1.07  0.32

The following is a quantum chemistry calculation of C2H11N3P as an isolated structure, from OMol25.

Output
E_LUMO (eV): -2.95
Net charge: +1
E (eV): -16002.7813
Energy above the lowest of the compared OMol25 structures with the same formula, charge and spin (eV): 1.915
Orbital gap (eV): 8.205

Last column: Mulliken charge in e.
Cartesian coordinates (Å):
C -0.49 -1.02 -0.35  -0.95
C 1.22 0.97 -0.05  0.56
N -1.98 -1.01 -0.19  -0.33
N 1.70 0.95 -1.28  -0.38
N 1.98 0.56 0.94  -0.34
P -0.55 1.33 0.17  -0.20
H -0.08 -1.69 0.40  0.31
H -0.26 -1.39 -1.34  0.36
H -2.39 -0.55 -1.01  0.35
H -2.43 -1.93 -0.06  0.35
H 2.60 0.56 -1.50  0.20
H 1.12 1.23 -2.05  0.24
H 1.64 0.58 1.89  0.24
H -2.21 -0.42 0.62  0.26
H 2.91 0.20 0.79  0.19
H -0.61 0.87 1.49  0.02
H -0.25 2.65 0.69  0.10

The following is a quantum chemistry calculation of a 2-piece molecular cluster, C4H8O overall, from OMol25.

Output
E_LUMO (eV): 0.83
Net charge: 0
E (eV): -6320.4244
Energy above the lowest of the compared OMol25 structures with the same formula, charge and spin (eV): 4.743
Orbital gap (eV): 9.443

Last column: Mulliken charge in e.
Cartesian coordinates (Å):
C 0.99 -0.78 -0.14  -0.27
C -0.98 0.80 -0.94  -0.92
C -0.13 -0.24 0.61  0.26
C -0.36 -0.25 1.92  -0.84
O 0.85 -0.12 -1.49  -0.52
H 1.49 0.61 -1.57  0.34
H 0.92 -1.84 -0.35  0.19
H 1.98 -0.51 0.25  0.29
H -0.75 1.30 -1.88  0.31
H -1.75 0.06 -1.10  0.29
H -1.26 1.61 -0.28  0.35
H 0.27 -0.78 2.64  0.27
H -1.28 0.14 2.33  0.26

The following is a quantum chemistry calculation of one molecule with the formula C2H3N5O, from OMol25.

Output
E_LUMO (eV): -1.39
Net charge: 0
E (eV): -11615.2317
Energy above the lowest of the compared OMol25 structures with the same formula, charge and spin (eV): 5.598
Orbital gap (eV): 9.049

Last column: Mulliken charge in e.
Cartesian coordinates (Å):
H -1.85 0.70 -2.15  0.32
N -1.51 1.35 -1.33  -0.58
C -0.61 0.56 -0.98  0.47
N 0.31 0.77 0.12  -0.31
C 0.87 -0.33 0.85  0.51
N 0.99 -0.67 2.20  -0.56
H 0.53 -0.20 3.00  0.23
N 1.38 -1.14 -0.01  -0.12
N 0.77 -1.57 -1.07  0.00
O -0.53 -0.88 -1.43  -0.29
H -0.34 1.42 0.80  0.34

The following is a quantum chemistry calculation of C22H26N5O13V as an isolated structure, from OMol25.

Output
E_LUMO (eV): -2.06
Net charge: 0
E (eV): -82975.7572
Energy above the lowest of the compared OMol25 structures with the same formula, charge and spin (eV): 0.000
Orbital gap (eV): 7.924

Last column: Mulliken charge in e.
Cartesian coordinates (Å):
O 3.46 -1.04 -2.68  -0.63
V 2.03 -0.71 -3.28  1.53
O 1.11 -1.97 -3.09  -0.64
C -0.84 1.44 -2.38  -0.28
C 0.64 1.68 -2.15  0.77
O 1.46 1.24 -3.23  -0.88
H -1.34 2.11 -3.08  0.11
H -1.32 1.85 -1.46  0.00
H -1.18 0.41 -2.34  0.05
H 0.93 1.08 -1.28  -0.35
H 0.92 2.69 -1.87  0.32
C 4.12 2.07 -1.18  -0.39
N 4.85 2.72 -2.32  0.96
O 5.94 3.20 -2.07  -0.60
O 4.33 2.71 -3.41  -0.55
H 4.83 1.76 -0.42  0.34
H 3.63 1.20 -1.59  0.01
H 3.52 2.89 -0.80  0.28
C -2.81 4.62 -6.00  -0.74
N -1.61 4.47 -5.12  0.86
O -1.54 5.17 -4.14  -0.52
O -0.75 3.70 -5.48  -0.48
H -2.55 4.17 -6.95  0.31
H -2.91 5.68 -6.23  0.29
H -3.64 4.26 -5.40  0.28
C -2.21 -2.21 -0.71  -0.03
C -2.96 -1.90 0.42  -0.38
C -3.04 -2.77 1.51  -0.40
C -2.47 -4.00 1.38  -0.04
C -1.76 -4.38 0.24  -0.47
C -1.61 -3.48 -0.78  -0.46
N -2.46 -4.92 2.54  1.13
O -2.89 -4.50 3.59  -0.60
O -2.02 -6.03 2.36  -0.64
H -2.03 -1.32 -1.29  0.10
H -3.41 -0.91 0.47  0.49
H -3.49 -2.35 2.40  0.41
H -1.38 -5.38 0.12  0.51
H -1.00 -3.63 -1.67  0.39
C 0.24 -3.43 3.62  -0.97
C 1.33 -4.07 3.06  -0.55
C 2.06 -3.43 2.07  -0.57
C 1.67 -2.19 1.60  -0.32
C 0.52 -1.58 2.09  0.79
C -0.19 -2.20 3.10  -0.32
N 2.56 -1.46 0.69  0.98
O 2.10 -0.43 0.21  -0.47
O 3.67 -1.87 0.51  -0.60
H -0.31 -3.92 4.41  0.43
H 1.73 -5.00 3.44  0.45
H 2.94 -3.93 1.70  0.49
H 0.21 -0.61 1.73  0.28
H -1.04 -1.77 3.60  0.40
C -2.15 1.12 2.66  -0.61
C -1.67 1.53 1.44  -0.34
C -0.44 2.19 1.35  -0.27
C 0.36 2.22 2.47  0.20
C -0.12 1.79 3.71  -0.45
C -1.37 1.22 3.80  -0.66
N 1.72 2.77 2.37  0.94
O 2.27 3.06 3.41  -0.61
O 2.22 2.82 1.26  -0.56
H -3.16 0.75 2.82  0.46
H -2.32 1.37 0.58  0.40
H -0.15 2.57 0.38  0.47
H 0.55 1.88 4.55  0.50
H -1.78 0.96 4.77  0.45

The following is a quantum chemistry calculation of a 2-piece molecular cluster, C6H17NO3Si overall, from OMol25.

Output
E_LUMO (eV): 0.61
Net charge: 0
E (eV): -22008.6516
Energy above the lowest of the compared OMol25 structures with the same formula, charge and spin (eV): 1.296
Orbital gap (eV): 9.805

Last column: Mulliken charge in e.
Cartesian coordinates (Å):
O 4.35 -1.25 -0.01  -0.50
C 4.09 -1.09 -1.40  -0.56
C 2.70 -1.57 -1.80  -0.69
C 1.57 -0.77 -1.15  -0.57
Si -0.16 -1.41 -1.48  0.50
O -0.94 -1.87 -0.09  -0.54
H 4.04 -2.12 0.25  0.31
H 4.86 -1.59 -1.99  0.29
H 4.17 -0.02 -1.59  0.30
H 2.62 -1.53 -2.89  0.34
H 2.62 -2.64 -1.54  0.35
H 1.62 0.27 -1.50  0.40
H 1.71 -0.73 -0.06  0.36
H -0.99 -0.39 -2.14  -0.13
H -0.07 -2.61 -2.36  -0.22
H -0.90 -2.82 0.06  0.32
C -2.74 2.40 2.91  -0.92
N -2.56 1.95 1.54  0.14
C -2.91 0.59 1.18  -0.69
C -2.06 2.75 0.58  0.12
O -1.86 2.41 -0.56  -0.57
H -2.14 1.80 3.60  0.33
H -3.78 2.34 3.21  0.32
H -2.41 3.43 2.99  0.30
H -2.06 0.06 0.75  0.08
H -3.71 0.58 0.45  0.28
H -3.24 0.06 2.08  0.36
H -1.81 3.76 0.95  0.26

> Number 5 is which compound?

C4H8O